Version P
A cluster of 2 separate species, C4H6OS in total. Source: the Open Molecules 2025 dataset; level of theory: ωB97M-V/def2-TZVPD.

```
! wB97M-V def2-TZVPD RIJCOSX def2/J DEFGRID3
* xyz 0 1
C -2.4743 -0.7168 0.2634
C -1.3971 -0.7156 -0.5711
S -0.6918 0.7928 -1.1260
O -1.1107 1.7524 0.1507
H -3.0033 -1.6342 0.6724
H -3.0652 0.0908 0.6456
H -0.9224 -1.6668 -0.9054
H -0.5779 1.3890 0.8789
C 2.8549 -0.0290 -0.3401
C 3.7901 0.3323 0.2909
H 1.8999 -0.1923 -0.6589
H 4.6979 0.5974 0.6996
*
```

Summary:
HOMO-LUMO gap: 9.10 eV
SMILES: C=CSO.C#C
HOMO level: -8.6 eV



Version Q
The molecule C4H6OS. Source: the Open Molecules 2025 dataset; level of theory: ωB97M-V/def2-TZVPD.

```
! wB97M-V def2-TZVPD RIJCOSX def2/J DEFGRID3
* xyz 0 1
S -2.7668 0.1278 -0.0385
C -1.0958 0.1256 -0.2179
C -0.1909 -1.0298 -0.2272
C 1.1060 -0.4820 0.2234
O 1.1611 0.8057 -0.3624
C -0.1610 1.3120 -0.0105
H -0.5985 -1.9881 0.1962
H -0.0438 -1.2967 -1.2639
H 1.9529 -1.0755 -0.1165
H 1.1332 -0.4257 1.2986
H -0.3673 2.2630 -0.5828
H -0.1290 1.6638 1.1015
*
```

Summary:
HOMO-LUMO gap: 8.33 eV
SMILES: S=C1CCOC1
HOMO level: -8.8 eV



In kJ/mol, relative to the most stable structure: version P 261.7; version Q 0.0.



Version P
A structure of composition C4H6OS. Source: the Open Molecules 2025 dataset; level of theory: ωB97M-V/def2-TZVPD.

```
! wB97M-V def2-TZVPD RIJCOSX def2/J DEFGRID3
* xyz 0 1
C -1.1874 1.5380 0.0515
C 0.1062 0.7854 0.0667
C 0.1908 -0.5946 -0.6419
C 0.7619 -1.3847 0.5477
H -2.1330 0.9647 -0.1655
H 0.8699 1.4816 -0.2321
H -0.7974 -0.9480 -0.9487
H 0.8798 -0.6164 -1.5536
H 0.3280 -2.3518 0.7406
H 1.7950 -1.6421 0.3979
O -1.2498 2.7529 0.0941
S 0.4359 0.0149 1.6433
*
```

Summary:
HOMO-LUMO gap: 9.66 eV
HOMO level: -9.1 eV



Version Q
A cluster of 2 separate species, C4H6OS in total. Source: the Open Molecules 2025 dataset; level of theory: ωB97M-V/def2-TZVPD.

```
! wB97M-V def2-TZVPD RIJCOSX def2/J DEFGRID3
* xyz 0 1
C -0.2028 -0.2569 0.9367
C -0.7445 -0.2615 -0.3263
C 0.1437 0.7149 1.9376
C -1.1847 0.1681 -1.5268
O 2.0300 -1.0027 -1.4306
S -0.0583 -1.8465 0.3570
H 0.2645 1.5926 1.4692
H 1.1279 0.4165 2.3388
H -0.7132 0.7504 2.7225
H -1.2280 -0.4992 -2.3862
H 2.0122 -0.9871 -2.3501
H -1.4469 1.2113 -1.7417
*
```

Summary:
HOMO-LUMO gap (spin up / spin down): 8.21 / 5.64 eV
HOMO level (spin up / spin down): -8.8 / -7.1 eV



In kJ/mol, relative to the most stable structure: version P 0.0; version Q 462.9.



Version P
The molecule C4H6OS. Source: the Open Molecules 2025 dataset; level of theory: ωB97M-V/def2-TZVPD.

```
! wB97M-V def2-TZVPD RIJCOSX def2/J DEFGRID3
* xyz 0 1
C 0.7920 -0.5239 -1.4938
C -0.0786 0.0963 -0.7307
C -1.2220 0.7845 -1.4395
O -2.0897 1.3693 -0.8777
C -0.1507 0.0456 0.7671
S 1.2196 -0.7285 1.6998
H 1.6342 -0.8775 -0.9491
H 0.7649 -0.4491 -2.5530
H -1.1341 0.7766 -2.6029
H -1.1825 -0.2980 0.9475
H -0.1898 1.1393 1.0846
H 1.2681 -2.0036 1.2782
*
```

Summary:
HOMO-LUMO gap: 9.92 eV
SMILES: C=C(C=O)CS
HOMO level: -9.5 eV



Version Q
The molecule C4H6OS. Source: the Open Molecules 2025 dataset; level of theory: ωB97M-V/def2-TZVPD.

```
! wB97M-V def2-TZVPD RIJCOSX def2/J DEFGRID3
* xyz 0 1
C -0.7014 1.4663 0.7111
C -0.3623 0.2585 0.1815
C -0.7776 -0.3307 -1.0973
O 0.2872 -0.7311 0.9779
C 1.5662 -0.9887 0.6946
S 2.6098 -0.1567 -0.2743
H -1.4473 2.0541 0.1472
H -0.3056 1.8182 1.6687
H 0.1181 -0.7066 -1.5647
H -1.4659 -1.1115 -0.8554
H -1.3244 0.3666 -1.7652
H 1.8033 -1.9385 1.1759
*
```

Summary:
HOMO-LUMO gap: 9.30 eV
SMILES: C=C(C)OC=S
HOMO level: -9.0 eV



Version R
The molecule C4H6OS. Source: the Open Molecules 2025 dataset; level of theory: ωB97M-V/def2-TZVPD.

```
! wB97M-V def2-TZVPD RIJCOSX def2/J DEFGRID3
* xyz 0 1
C 1.0433 2.0502 -0.1209
C 0.2796 1.1363 0.5135
C 0.2616 -0.3618 0.2470
O -1.0838 -0.6907 -0.0664
C -1.2841 -1.9936 -0.4092
S -2.7978 -2.4601 -0.7861
H 0.9602 3.1015 0.1416
H 1.7535 1.7884 -0.8898
H -0.3053 1.5099 1.3599
H 0.9127 -0.5009 -0.6405
H 0.5879 -1.0075 1.0947
H -0.3279 -2.5718 -0.4439
*
```

Summary:
HOMO-LUMO gap: 9.12 eV
SMILES: C=CCOC=S
HOMO level: -8.9 eV



In kJ/mol, relative to the most stable structure: version P 0.0; version Q 16.5; version R 45.2.



Version P
A cluster of 5 separate species, H10O4S in total. Source: the Open Molecules 2025 dataset; level of theory: ωB97M-V/def2-TZVPD.

```
! wB97M-V def2-TZVPD RIJCOSX def2/J DEFGRID3
* xyz 0 1
O -1.6243 -0.3462 1.7005
H -0.8523 -0.8124 2.0059
H -1.8421 0.3342 2.3369
O -2.9196 0.6258 -0.3236
H -3.4587 0.7587 -1.0950
H -3.0924 -0.2336 0.0275
O 1.9194 2.1852 -0.4885
H 1.0745 1.7074 -0.3663
H 2.5322 1.4883 -0.6891
O -0.1731 1.9879 0.9151
H -0.9614 1.4868 0.6455
H -0.3825 2.8711 1.1412
S 1.6281 -2.4889 -1.0462
H 1.4351 -1.4319 -1.8853
H 1.9967 -1.8744 0.0890
*
```

Summary:
HOMO-LUMO gap: 10.33 eV
SMILES: O.O.O.O.S
HOMO level: -9.9 eV



Version Q
A cluster of 5 separate species, H10O4S in total. Source: the Open Molecules 2025 dataset; level of theory: ωB97M-V/def2-TZVPD.

```
! wB97M-V def2-TZVPD RIJCOSX def2/J DEFGRID3
* xyz 0 1
O -2.9108 -2.7002 2.1316
H -2.7652 -1.8331 2.5159
H -2.5183 -3.3436 2.7268
O -1.2377 1.8007 -2.1877
H -0.5488 1.4883 -1.5892
H -1.2126 1.1789 -2.8827
O -0.8053 3.9481 0.0106
H -1.7527 4.0718 -0.0660
H -0.4254 3.8570 -0.8664
O 0.7079 1.5046 0.1420
H -0.1080 1.8923 0.5105
H 1.1831 2.3410 0.2924
S 2.3688 -2.5033 -0.1390
H 1.3471 -2.4859 0.7180
H 2.7413 -3.7701 0.0742
*
```

Summary:
HOMO-LUMO gap: 10.15 eV
SMILES: O.O.O.O.S
HOMO level: -9.6 eV



In kJ/mol, relative to the most stable structure: version P 14.8; version Q 0.0.



Version P
A cluster of 5 separate species, H10O4S in total. Source: the Open Molecules 2025 dataset; level of theory: ωB97M-V/def2-TZVPD.

```
! wB97M-V def2-TZVPD RIJCOSX def2/J DEFGRID3
* xyz 0 1
O 0.0694 2.1833 4.6974
H 0.8343 1.9386 5.2532
H 0.2722 1.6486 3.9318
O 0.6235 1.6295 -1.0937
H 0.6196 2.5509 -0.8139
H 0.5944 1.1742 -0.2392
O -4.0705 3.3874 -4.2489
H -3.6857 2.5148 -4.2237
H -3.6398 3.5778 -3.4060
O 0.9368 0.3743 -6.0508
H 0.1558 0.9106 -5.9769
H 0.9017 -0.0335 -5.1876
S 1.2930 -4.1707 3.6898
H 1.4686 -5.1562 2.8581
H 1.3317 -3.1357 2.8520
*
```

Summary:
HOMO-LUMO gap: 9.90 eV
SMILES: O.O.O.O.S
HOMO level: -10.0 eV



Version Q
A cluster of 5 separate species, H10O4S in total. Source: the Open Molecules 2025 dataset; level of theory: ωB97M-V/def2-TZVPD.

```
! wB97M-V def2-TZVPD RIJCOSX def2/J DEFGRID3
* xyz 0 1
O 0.0147 -0.5773 -1.9982
H 0.2411 -0.1410 -2.8073
H -0.0905 0.1198 -1.3630
O 0.5162 -0.6030 1.8208
H -0.0692 -1.3150 1.5016
H 1.3779 -0.7458 1.4228
O -0.9992 1.6152 1.3672
H -0.3977 0.9314 1.7263
H -1.8499 1.4869 1.7808
O 0.0928 2.5460 -0.9939
H -0.1764 2.4335 -0.0747
H 0.7895 3.2058 -0.9755
S -0.0679 -3.1370 0.1061
H -0.5381 -3.0443 -1.1525
H 1.1567 -2.7751 -0.3604
*
```

Summary:
HOMO-LUMO gap: 10.61 eV
SMILES: O.O.O.O.S
HOMO level: -10.0 eV



Version R
A cluster of 5 separate species, H10O4S in total. Source: the Open Molecules 2025 dataset; level of theory: ωB97M-V/def2-TZVPD.

```
! wB97M-V def2-TZVPD RIJCOSX def2/J DEFGRID3
* xyz 0 1
O -0.4868 1.5219 1.1077
H -1.1065 2.0816 1.5574
H -0.5375 1.8873 0.2205
O -0.3272 -1.3181 1.4713
H -1.1792 -1.6437 1.1754
H -0.6261 -0.4588 1.7664
O 2.6713 -1.3655 0.5274
H 1.9053 -1.3472 1.1272
H 2.8130 -2.3235 0.4012
O 0.8814 -0.1705 -1.3616
H 1.7059 -0.5801 -1.0701
H 0.2457 -0.4953 -0.7285
S -2.5470 1.7581 -1.9215
H -2.1657 0.4546 -1.9898
H -1.2465 1.9992 -2.2829
*
```

Summary:
HOMO-LUMO gap: 10.42 eV
SMILES: O.O.O.O.S
HOMO level: -10.0 eV



In kJ/mol, relative to the most stable structure: version P 105.9; version Q 0.0; version R 12.9.



Version P
The molecule C4H4OS2. Source: the Open Molecules 2025 dataset; level of theory: ωB97M-V/def2-TZVPD.

```
! wB97M-V def2-TZVPD RIJCOSX def2/J DEFGRID3
* xyz 0 1
S 3.0005 1.2573 -0.3682
S 2.2062 -0.6305 0.1001
C 0.4865 -0.3013 0.1324
C -0.4968 -1.2574 0.1189
C -1.7444 -0.5489 -0.1706
C -1.3443 0.7499 -0.3210
O -0.0206 0.9419 -0.1892
H 2.9290 1.5939 0.9188
H -0.3763 -2.3384 0.3873
H -2.6774 -1.1378 -0.2204
H -1.9625 1.6713 -0.3882
*
```

Summary:
HOMO-LUMO gap: 8.36 eV
SMILES: SSc1ccco1
HOMO level: -8.1 eV



Version Q
The molecule C4H4OS2. Source: the Open Molecules 2025 dataset; level of theory: ωB97M-V/def2-TZVPD.

```
! wB97M-V def2-TZVPD RIJCOSX def2/J DEFGRID3
* xyz 0 1
O 3.1188 -0.1952 -0.1260
C 1.9176 -0.1028 -0.0790
S 1.0335 -1.6325 0.1390
C -0.6063 -1.2865 -0.3986
C -1.1905 -0.0917 -0.2633
C -0.4928 1.0291 0.4331
S 1.1172 1.4596 -0.2593
H -1.1433 -2.1224 -0.8101
H -2.2500 0.0032 -0.5364
H -1.0805 1.9574 0.3554
H -0.4237 0.9819 1.5454
*
```

Summary:
HOMO-LUMO gap: 9.68 eV
SMILES: O=C1SC=CCS1
HOMO level: -9.2 eV



Version R
The molecule C4H4OS2. Source: the Open Molecules 2025 dataset; level of theory: ωB97M-V/def2-TZVPD.

```
! wB97M-V def2-TZVPD RIJCOSX def2/J DEFGRID3
* xyz 0 1
S -3.4964 0.6830 0.7733
S -2.6476 -1.0661 -0.9228
C -1.0242 -0.9915 -0.2884
C 0.0424 -0.3028 -0.8530
C 1.1084 -0.4841 0.1251
C 0.5933 -1.2577 1.1209
O -0.7087 -1.5454 0.8607
H -2.8109 -0.0226 1.8358
H -0.1555 0.2136 -1.8289
H 2.1600 -0.0403 0.1255
H 1.0582 -1.6211 2.1716
*
```

Summary:
HOMO-LUMO gap: 7.19 eV
SMILES: SSc1ccco1
HOMO level: -8.9 eV



In kJ/mol, relative to the most stable structure: version P 66.4; version Q 0.0; version R 182.4.



Version P
The molecule CH5N3O. Source: the Open Molecules 2025 dataset; level of theory: ωB97M-V/def2-TZVPD.

```
! wB97M-V def2-TZVPD RIJCOSX def2/J DEFGRID3
* xyz 0 1
N 1.6187 -0.4175 -0.1916
N 0.2165 -0.9606 -0.0878
C -0.9926 -0.3109 0.0083
N -0.6048 1.1114 -0.2582
O -2.0825 -0.8164 -0.1289
H 1.7730 -0.2274 0.9146
H 1.6020 0.6341 -0.7476
H -0.0130 -1.7772 -0.3684
H -0.0340 1.1037 0.8294
H -1.4833 1.6609 0.0302
*
```

Summary:
HOMO-LUMO gap: 10.49 eV
SMILES: NNC(N)=O
HOMO level: -10.1 eV



Version Q
The molecule CH5N3O. Source: the Open Molecules 2025 dataset; level of theory: ωB97M-V/def2-TZVPD.

```
! wB97M-V def2-TZVPD RIJCOSX def2/J DEFGRID3
* xyz 0 1
C -0.1203 1.0789 0.1657
N 0.8141 0.0854 -0.4756
N -1.1917 0.4954 -0.4247
N 0.7985 -1.1940 -0.1076
O -1.4725 -0.6646 0.2269
H 0.0264 0.8929 1.1991
H 0.0031 2.0452 -0.0998
H 0.7308 0.0086 -1.4523
H 1.0815 -1.3859 0.8849
H -0.6701 -1.3620 0.0834
*
```

Summary:
HOMO-LUMO gap (spin up / spin down): 8.88 / 8.88 eV
HOMO level (spin up / spin down): -9.1 / -9.0 eV



In kJ/mol, relative to the most stable structure: version P 0.0; version Q 215.0.